Computed, not measured: an isolated molecule of C4H4O3, with ωB97M-V with the def2-TZVPD basis set.

Output
* lowest unoccupied orbital energy: -0.19 eV
* HOMO-LUMO gap: 9.25 eV

Last column: natural (NBO) charge in e.
Positions of all 11 atoms, in Å:
C 1.160 -1.463 -0.144  -0.727
C 0.601 -0.350 -0.990  0.430
O 0.983 -0.056 -2.108  -0.515
C -0.599 0.347 -0.482  0.241
O -0.314 1.286 0.380  -0.490
C -1.615 1.662 0.870  0.650
O -1.914 1.455 1.993  -0.478
H 1.735 -1.037 0.687  0.245
H 1.809 -2.087 -0.761  0.248
H 0.355 -2.069 0.289  0.240
H -2.209 2.094 0.058  0.156

=====

Computed, not measured: a cluster of 3 separate species, C3H11NO2 in total in a non-equilibrium geometry, with ωB97M-V with the def2-TZVPD basis set.

Output
* lowest unoccupied orbital energy: 0.46 eV
* SMILES string: C/C=C/N.O.O
* HOMO-LUMO gap: 8.56 eV

Last column: natural (NBO) charge in e.
Positions of all 17 atoms, in Å:
C 1.112 0.528 0.944  -0.639
C 1.051 1.708 0.059  -0.305
C 0.007 2.029 -0.708  0.017
N -0.100 3.235 -1.407  -0.813
H 0.758 0.628 1.983  0.217
H 0.562 -0.380 0.677  0.198
H 2.139 0.213 1.154  0.214
H 1.880 2.410 0.041  0.188
H -0.810 1.336 -0.882  0.179
H -0.578 3.251 -2.292  0.377
H 0.791 3.708 -1.424  0.368
H -1.177 -3.762 1.975  0.463
H -1.760 -2.999 0.790  0.482
O -1.935 -3.238 1.709  -0.966
H -0.304 -2.208 -0.688  0.480
H -1.057 -3.334 -1.371  0.480
O -0.576 -3.123 -0.562  -0.939